# 1
Formula: C5H6N
Source: the Open Molecules 2025 dataset
Level of theory: wB97M-V/def2-TZVPD

```
12
Properties=species:S:1:pos:R:3:mulliken_charge:R:1
C -1.22325 -1.04009 -1.31621 -0.085
C -0.95892 -0.07201 -2.08743 -0.026
C -0.68718 -1.15045 0.00424 0.000
C -0.14498 0.87836 -1.52778 0.005
C 0.76472 0.15024 1.48888 -0.839
N 0.05126 -0.13800 0.24366 -0.105
H -0.61634 -2.00216 0.61953 0.452
H 0.89744 0.97957 -1.92764 0.307
H -0.75840 1.79496 -1.38074 0.286
H 1.56273 0.88039 1.46680 0.332
H 1.08749 -0.68866 2.08082 0.336
H 0.02543 0.40783 2.33587 0.336
```

Charge: +1
HOMO-LUMO gap: 8.282 eV
Spin multiplicity: 1
Energy: -248.3603 hartree
Strongest force on any atom: 5.27 eV/Å
E_HOMO: -15.28 eV

=====

# 2
Formula: C21H23AuN5O3PTe
Source: the Open Molecules 2025 dataset
Level of theory: wB97M-V/def2-TZVPD

```
55
Properties=species:S:1:pos:R:3:mulliken_charge:R:1
Au 0.08154 -0.17848 -0.13474 1.261
C -1.18686 5.21728 0.70038 -0.376
C -1.79726 4.63018 1.79975 -0.713
C -1.66100 3.27888 2.02423 -0.213
C -0.89256 2.49089 1.15742 0.538
C -0.26809 3.09115 0.06143 -0.067
C -0.42783 4.44287 -0.16720 -0.890
N -0.66776 1.15893 1.41847 0.357
N -1.49695 0.61850 2.24981 -0.648
C -1.42643 -0.69897 2.50067 0.501
C -2.15424 -1.19591 3.60063 -0.663
C -2.24890 -2.55425 3.77687 -0.384
C -1.60574 -3.40321 2.87606 -0.664
C -0.88260 -2.83731 1.84155 -0.466
N -0.78961 -1.53439 1.65333 -0.089
H -1.31701 6.27382 0.52139 0.390
H -2.38420 5.22399 2.48646 0.370
H -2.12593 2.78999 2.86546 0.470
H 0.30867 2.46660 -0.60893 0.173
H 0.04587 4.90749 -1.01996 0.402
H -2.62945 -0.49059 4.26240 0.485
H -2.82893 -2.96249 4.59152 0.389
H -1.68454 -4.47424 2.96805 0.426
H -0.37505 -3.46018 1.11643 0.460
C 0.81453 1.45015 -3.99569 -0.605
C -0.59119 0.87381 -4.08290 -0.259
O -0.56577 -0.54409 -4.14383 -0.245
P -0.66192 -1.38302 -2.75691 0.158
O -1.40676 -0.56279 -1.74878 -0.802
Te -1.28320 -3.58200 -3.24967 -0.334
O 0.89279 -1.31827 -2.19129 0.151
C 1.88070 -2.08786 -2.85015 -0.562
C 3.25059 -1.63743 -2.38145 -1.051
H 0.76937 2.53686 -3.99006 0.389
H 1.41080 1.11897 -4.84460 0.308
H 1.29960 1.11303 -3.07937 -0.195
H -1.10602 1.21224 -4.98926 0.321
H -1.17638 1.18602 -3.20878 0.266
H 1.77514 -1.95206 -3.93134 0.322
H 1.72349 -3.15095 -2.62960 0.360
H 3.38089 -0.58022 -2.60209 0.187
H 4.02418 -2.20798 -2.89131 0.445
H 3.33507 -1.78886 -1.30747 0.226
N 2.86154 -0.71134 5.40734 -0.490
C 3.03687 -0.37310 4.32722 -0.029
C 3.19531 0.04057 2.98388 0.028
C 4.32396 0.72688 2.52831 -0.305
C 4.35872 1.10349 1.19658 -0.867
C 3.29007 0.77624 0.37358 -0.397
N 2.23305 0.09893 0.80438 -0.120
C 2.18027 -0.25431 2.07510 0.207
H 5.14254 0.94258 3.20044 0.501
H 5.21654 1.62069 0.79628 0.425
H 3.29491 1.04697 -0.67220 0.477
H 1.30239 -0.80185 2.38007 0.443
```

HOMO-LUMO gap: 4.847 eV
Spin multiplicity: 1
Energy: -2058.5814 hartree
Strongest force on any atom: 3.93 eV/Å
E_HOMO: -6.68 eV

=====

# 3
Formula: C6H12N2O
Source: the Open Molecules 2025 dataset
Level of theory: wB97M-V/def2-TZVPD

```
21
Properties=species:S:1:pos:R:3:mulliken_charge:R:1
C 0.11356 -0.72240 2.08135 -1.283
C 0.11749 -0.73257 0.61831 0.379
C -1.26226 -1.03010 0.03721 -1.072
C -2.02300 0.09095 -0.23748 -0.393
C -1.40915 1.15140 -1.20667 -0.522
C -0.11653 1.58059 -0.61827 -0.616
N 0.74483 0.31428 -0.26068 0.775
N 1.93204 0.19518 -0.67882 -0.394
O 2.40435 -0.77104 -0.05294 -0.514
H 1.03382 -0.92283 2.70565 0.330
H -0.32319 0.34337 2.55166 0.205
H -0.68245 -1.49122 2.49026 0.267
H 0.61726 -1.70869 0.46292 0.190
H -1.04313 -1.46179 -0.91519 0.316
H -1.69702 -1.71626 0.66292 0.548
H -3.09279 -0.18992 -0.78959 0.262
H -2.60714 0.84596 0.56256 0.249
H -1.97080 2.03025 -1.69307 0.349
H -1.10990 0.56697 -2.18656 0.256
H 0.51680 2.28957 -1.25624 0.302
H -0.13505 1.98945 0.35795 0.365
```

HOMO-LUMO gap: 9.792 eV
Spin multiplicity: 1
Energy: -420.3844 hartree
SMILES string: C[C@H]1CCCCN1N=O
Strongest force on any atom: 11.72 eV/Å
E_HOMO: -8.94 eV

=====

# 4
Formula: C5H11INO
Source: the Open Molecules 2025 dataset
Level of theory: wB97M-V/def2-TZVPD

```
19
Properties=species:S:1:pos:R:3:lowdin_spin:R:1
C 0.36011 -2.96157 -0.72929 0.639
C -1.08359 1.93216 -0.50840 0.048
C 1.31918 1.26580 -0.65646 0.055
C -0.09067 0.14647 1.00375 0.176
C 0.00671 1.09651 -0.00103 0.347
N -1.19461 -0.04808 1.79093 0.284
O 1.13272 -2.41910 0.17752 0.225
I -1.53274 -2.28673 -1.06703 0.112
H -2.00719 1.62200 0.03632 0.000
H -0.92152 3.06772 -0.32858 0.019
H -1.25813 1.89705 -1.58801 0.016
H 1.37932 0.73172 -1.56374 0.022
H 2.14600 0.91308 -0.04800 0.004
H 1.40718 2.37296 -0.90071 0.010
H 0.79400 -0.40210 1.54063 -0.002
H 0.70970 -3.74858 -1.36014 0.034
H -1.11291 -0.68694 2.55204 0.007
H -2.13884 0.29173 1.51364 0.006
H 2.08529 -2.78407 0.13656 0.000
```

Charge: +1
HOMO-LUMO gap (alpha / beta): 7.237 / 6.706 eV
Spin multiplicity: 3
Energy: -624.4244 hartree
Strongest force on any atom: 4.46 eV/Å
E_HOMO (alpha / beta): -10.30 / -13.16 eV

=====

# 5
Formula: C7H15INO2
Source: the Open Molecules 2025 dataset
Level of theory: wB97M-V/def2-TZVPD

```
26
Properties=species:S:1:pos:R:3:mulliken_charge:R:1
C -1.24175 -2.51038 0.49710 -1.428
C -0.23121 -1.32105 0.74340 0.260
C 0.41849 -1.28500 -0.66320 -0.881
C 1.38663 -0.13049 -0.80701 -0.580
N 1.91103 0.09590 -2.18847 -0.134
I 3.10894 -0.10448 0.43895 0.276
C 0.36402 1.27839 -0.34182 -0.244
O 1.19199 2.35316 -0.56156 -0.540
C -0.14411 1.05592 1.07544 0.083
C -1.16163 2.12779 1.51713 -1.531
O -0.97993 -0.14971 1.02431 -0.361
H -1.60008 -2.98217 1.48776 0.336
H -0.84700 -3.14138 -0.23578 0.471
H -2.17870 -2.00536 0.20163 0.358
H 0.45378 -1.65906 1.48425 0.381
H 1.10231 -2.28112 -0.61164 0.433
H -0.31551 -1.29917 -1.39486 0.390
H 2.43566 -0.71814 -2.54004 0.365
H 2.35927 1.00325 -2.24668 0.386
H 1.08262 0.35503 -2.78495 0.403
H -0.57591 1.36927 -0.99716 0.408
H 1.57256 2.64685 0.30858 0.445
H 0.63847 0.81856 1.76672 0.477
H -2.00950 2.18796 0.86733 0.367
H -0.63748 3.03890 1.58162 0.394
H -1.56550 1.91085 2.44381 0.468
```

Charge: +1
HOMO-LUMO gap: 10.075 eV
Spin multiplicity: 1
Energy: -778.3351 hartree
SMILES string: C[C@H]1C[C@]([NH3+])(I)[C@H](O)[C@@H](C)O1
Strongest force on any atom: 5.99 eV/Å
E_HOMO: -13.47 eV

=====

# 6
Formula: C4H8O2S
Source: the Open Molecules 2025 dataset
Level of theory: wB97M-V/def2-TZVPD

```
15
Properties=species:S:1:pos:R:3:mulliken_charge:R:1
O 2.14888 1.09416 0.35298 -0.563
C 1.57842 0.06641 0.61577 0.545
O 2.03359 -1.12864 0.21641 -0.436
C 0.28499 -0.00560 1.40940 -0.505
C -0.94645 0.17917 0.53073 -0.786
C -0.71976 0.09148 -0.98791 -0.608
S -2.34968 -0.19028 -1.75512 -0.225
H 2.81946 -0.93434 -0.31814 0.332
H 0.34526 0.75889 2.14797 0.288
H 0.33193 -0.96632 1.93333 0.275
H -1.75616 -0.51879 0.75353 0.452
H -1.40027 1.14991 0.70357 0.317
H -0.06061 -0.72509 -1.23984 0.415
H -0.33829 1.02705 -1.36125 0.367
H -1.97133 0.10200 -3.00143 0.133
```

HOMO-LUMO gap: 9.896 eV
Spin multiplicity: 1
Energy: -705.8888 hartree
SMILES string: O=C(O)CCCS
Strongest force on any atom: 1.45 eV/Å
E_HOMO: -9.19 eV

=====

Question: Which value of strongest force on any atom does entry 6 give?
Answer: 1.45 eV/Å

=====

Repeat the fifth record exactly.
Formula: C7H15INO2
Source: the Open Molecules 2025 dataset
Level of theory: wB97M-V/def2-TZVPD

```
26
Properties=species:S:1:pos:R:3:mulliken_charge:R:1
C -1.24175 -2.51038 0.49710 -1.428
C -0.23121 -1.32105 0.74340 0.260
C 0.41849 -1.28500 -0.66320 -0.881
C 1.38663 -0.13049 -0.80701 -0.580
N 1.91103 0.09590 -2.18847 -0.134
I 3.10894 -0.10448 0.43895 0.276
C 0.36402 1.27839 -0.34182 -0.244
O 1.19199 2.35316 -0.56156 -0.540
C -0.14411 1.05592 1.07544 0.083
C -1.16163 2.12779 1.51713 -1.531
O -0.97993 -0.14971 1.02431 -0.361
H -1.60008 -2.98217 1.48776 0.336
H -0.84700 -3.14138 -0.23578 0.471
H -2.17870 -2.00536 0.20163 0.358
H 0.45378 -1.65906 1.48425 0.381
H 1.10231 -2.28112 -0.61164 0.433
H -0.31551 -1.29917 -1.39486 0.390
H 2.43566 -0.71814 -2.54004 0.365
H 2.35927 1.00325 -2.24668 0.386
H 1.08262 0.35503 -2.78495 0.403
H -0.57591 1.36927 -0.99716 0.408
H 1.57256 2.64685 0.30858 0.445
H 0.63847 0.81856 1.76672 0.477
H -2.00950 2.18796 0.86733 0.367
H -0.63748 3.03890 1.58162 0.394
H -1.56550 1.91085 2.44381 0.468
```

Charge: +1
HOMO-LUMO gap: 10.075 eV
Spin multiplicity: 1
Energy: -778.3351 hartree
SMILES string: C[C@H]1C[C@]([NH3+])(I)[C@H](O)[C@@H](C)O1
Strongest force on any atom: 5.99 eV/Å
E_HOMO: -13.47 eV